Entry 1:
ORCA calculation (ωB97M-V/def2-TZVPD) on a cluster of 14 separate species, C5H37NO14 in total.

Element x y z (Å)
C1 -0.278 2.950 0.533
N1 0.176 2.056 -0.374
C2 1.197 -1.181 1.509
C3 0.483 -0.139 0.645
C4 1.245 1.087 0.075
C5 2.200 0.755 -1.080
O1 0.375 3.279 1.522
H1 -1.230 3.355 0.330
H2 -0.317 1.653 -1.128
H3 1.646 -0.646 2.377
H4 0.417 -1.938 1.821
H5 1.910 -1.738 0.961
H6 -0.030 -0.554 -0.295
H7 -0.431 0.241 1.173
H8 1.803 1.661 0.835
H9 2.752 1.693 -1.371
H10 1.671 0.304 -1.918
H11 2.904 -0.024 -0.756
H12 -1.313 -1.696 -1.698
H13 -0.952 -3.460 -2.007
O2 -0.841 -2.521 -2.066
H14 -2.169 2.919 -1.762
H15 -2.420 4.444 -1.505
O3 -2.426 3.591 -1.146
H16 -2.068 -2.074 2.902
H17 -1.545 -0.619 2.674
O4 -2.261 -1.275 2.430
H18 4.321 0.381 2.813
H19 3.796 -0.026 1.490
O5 4.129 0.789 1.958
H20 0.770 -0.925 -4.299
H21 0.142 -1.319 -2.962
O6 0.268 -0.542 -3.557
H22 -4.940 0.489 0.655
H23 -3.683 0.160 1.388
O7 -4.182 -0.129 0.603
H24 -3.755 -2.513 0.028
H25 -2.737 -1.826 0.960
O8 -2.810 -2.347 0.082
H26 -1.951 0.870 -2.525
H27 -0.703 1.224 -3.392
O9 -1.323 1.600 -2.752
H28 -2.883 -0.339 -0.749
H29 -3.022 -1.151 -2.061
O10 -2.489 -0.506 -1.602
H30 -1.243 1.547 3.539
H31 0.270 1.236 3.279
O11 -0.578 0.829 3.572
H32 3.928 -2.894 -0.219
H33 3.135 -1.762 -0.950
O12 3.957 -1.899 -0.418
H34 1.086 -2.712 -1.681
H35 1.782 -3.467 -2.702
O13 1.877 -3.238 -1.772
H36 1.634 2.631 2.471
H37 2.829 1.785 2.979
O14 1.877 1.932 3.141

For the HOMO energy, the calculation gives -9.167 eV. Its total charge is 0. The value obtained for the molar mass is 335.344 g/mol. The LUMO energy is 0.0 eV. The value obtained for the maximum force is 2.951 eV/Å.

Atom charges from the Löwdin analysis, given in e for atoms 1 to 4: -0.29 0.10 -0.07 -0.19

---

Entry 2:
ORCA calculation (ωB97M-V/def2-TZVPD) on a cluster of 2 separate species, C3H9O3 in total.

Element x y z (Å)
C1 -1.124 -0.607 -0.521
C2 -1.414 -0.452 0.997
O1 -0.500 0.225 1.749
C3 -0.280 0.623 -1.092
O2 0.849 0.826 -0.232
H1 -0.663 -1.574 -0.757
H2 -2.008 -0.506 -1.131
H3 -1.702 -1.444 1.359
H4 -2.382 0.151 1.021
H5 0.332 0.533 0.741
H6 -1.079 1.566 -0.938
H7 -0.101 0.476 -2.184
H8 3.098 -0.330 -0.202
H9 3.187 0.376 0.963
O3 3.787 0.138 0.226

For the HOMO energy, the calculation gives -3.653 eV. Its total charge is -1. The value obtained for the molar mass is 93.102 g/mol. The LUMO energy is 4.3 eV. The value obtained for the maximum force is 3.062 eV/Å.

Atom charges from the Löwdin analysis, given in e for atoms 1 to 4: -0.21 -0.45 -0.28 -0.31

---

Entry 3:
ORCA calculation (ωB97M-V/def2-TZVPD) on a cluster of 2 separate species, C4H8O2S in total.

Element x y z (Å)
C1 -1.577 1.525 0.202
C2 -1.590 0.014 0.446
O1 -1.069 -0.551 1.369
S1 -2.293 -0.901 -0.834
H1 -2.017 2.034 1.063
H2 -2.177 1.738 -0.801
H3 -0.455 1.891 0.084
H4 -2.410 0.053 -1.770
C3 2.067 -0.045 1.197
C4 1.827 -0.871 -0.044
O2 0.976 -0.689 -0.895
H5 1.376 -0.447 1.966
H6 3.175 -0.269 1.285
H7 1.963 1.045 0.998
H8 2.375 -1.744 -0.116

The SMILES is CC(=O)S.CC=O. For the HOMO energy, the calculation gives -9.786 eV. Its total charge is 0. The value obtained for the molar mass is 120.173 g/mol. The LUMO energy is 0.7 eV. The value obtained for the maximum force is 3.599 eV/Å.

Atom charges from the Löwdin analysis, given in e for atoms 1 to 4: -0.09 -0.91 -0.02 0.87

---

Entry 4:
ORCA calculation (ωB97M-V/def2-TZVPD) on a cluster of 2 separate species, C5H13N2 in total.

Element x y z (Å)
C1 -0.621 0.390 -1.860
C2 -1.160 0.654 -0.650
C3 1.338 -0.559 -0.053
C4 -2.044 -0.379 0.046
C5 1.331 1.349 1.554
N1 0.866 -1.717 -0.396
N2 1.110 -0.026 1.108
H1 -0.761 -0.597 -2.219
H2 0.021 1.083 -2.396
H3 -1.088 1.599 -0.141
H4 2.018 -0.150 -0.767
H5 -2.560 0.070 0.743
H6 -1.355 -1.161 0.547
H7 -2.582 -0.786 -0.806
H8 2.272 1.595 1.017
H9 0.394 2.018 1.198
H10 1.488 1.315 2.595
H11 0.834 -1.964 -1.358
H12 0.152 -2.204 0.132
H13 0.348 -0.532 1.705

For the HOMO energy, the calculation gives -13.655 eV. Its total charge is +1. The value obtained for the molar mass is 101.173 g/mol. The LUMO energy is -3.3 eV. The value obtained for the maximum force is 6.480 eV/Å.

Atom charges from the Löwdin analysis, given in e for atoms 1 to 4: -0.01 -0.23 -0.21 -0.05

---

Entry 5:
ORCA calculation (ωB97M-V/def2-TZVPD) on a structure of composition C12H26ClKN3OTa.

Element x y z (Å)
N1 1.750 -0.436 0.184
C1 4.025 -1.752 1.585
O1 4.924 -1.849 0.863
K1 3.251 -0.296 -1.631
Ta1 0.049 0.002 0.614
N2 -0.892 -1.582 -0.185
N3 -0.202 1.748 -0.354
C2 -0.372 -2.955 -0.389
C3 0.333 3.086 0.016
C4 0.816 -3.027 -1.342
C5 -1.439 -3.903 -0.944
C6 0.045 -3.468 0.975
C7 0.248 4.068 -1.170
C8 -0.562 3.597 1.148
C9 1.782 3.059 0.476
H1 0.558 -2.689 -2.352
H2 1.081 -4.095 -1.412
H3 1.710 -2.500 -0.985
H4 -2.309 -3.930 -0.286
H5 -1.022 -4.915 -0.994
H6 -1.748 -3.618 -1.958
H7 0.949 -2.967 1.347
H8 0.216 -4.548 0.909
H9 -0.763 -3.272 1.700
H10 0.593 3.595 -2.094
H11 0.897 4.924 -0.965
H12 -0.771 4.443 -1.302
H13 -1.603 3.642 0.812
H14 -0.259 4.601 1.455
H15 -0.562 2.952 2.036
H16 2.097 2.230 1.124
H17 1.944 4.010 1.013
H18 2.454 3.007 -0.394
C10 -1.343 1.802 -1.274
H19 -1.280 0.964 -1.979
H20 -2.379 1.819 -0.858
H21 -1.222 2.721 -1.868
C11 -2.192 -1.311 -0.787
H22 -2.983 -2.034 -0.516
H23 -2.575 -0.323 -0.515
H24 -2.053 -1.330 -1.886
Cl1 -1.772 0.444 3.124
C12 -0.099 0.088 2.743
H25 0.525 0.890 3.154
H26 0.152 -0.893 3.162

For the HOMO energy (spin up / spin down), the calculation gives -15.241 / -15.246 eV. Its total charge is +2. The value obtained for the molar mass is 483.859 g/mol. The LUMO energy (spin up / spin down) is -11.0 / -11.0 eV. The value obtained for the maximum force is 3.495 eV/Å.

Atom charges from the Löwdin analysis, given in e for atoms 1 to 4: -0.34 0.03 0.01 0.82

---

Entry 6:
ORCA calculation (ωB97M-V/def2-TZVPD) on a cluster of 3 separate species, C4H10NO5 in total.

Element x y z (Å)
C1 0.817 -1.870 1.929
N1 0.287 -1.320 0.762
C2 -0.316 -2.213 -0.185
C3 -0.145 0.090 0.478
C4 0.173 1.139 1.644
O1 0.184 0.389 2.695
O2 0.241 2.323 1.371
O3 0.849 -3.105 1.905
H1 1.076 -1.279 2.841
H2 -0.538 -3.242 0.290
H3 -1.324 -1.860 -0.536
H4 0.204 -2.394 -1.120
H5 0.318 0.439 -0.505
H6 -1.159 0.076 0.142
H7 0.013 1.187 -3.092
H8 -1.163 1.979 -2.498
O4 -0.823 1.534 -3.253
H9 0.259 3.346 -1.404
H10 0.555 2.371 -0.272
O5 0.493 2.409 -1.190

For the HOMO energy (spin up / spin down), the calculation gives -9.513 / -9.451 eV. Its multiplicity is 2. Its total charge is 0. The value obtained for the molar mass is 152.126 g/mol. As for the expectation value of S²: 0.770. The LUMO energy (spin up / spin down) is 0.2 / -4.7 eV. The value obtained for the maximum force is 4.234 eV/Å.

Atom charges from the Löwdin analysis, given in e for atoms 1 to 4: -0.16 0.04 -0.03 -0.01

---

Entry 7:
ORCA calculation (ωB97M-V/def2-TZVPD) on a cluster of 3 separate species, C2H11N2O2 in total.

Element x y z (Å)
C1 0.201 0.296 1.272
C2 -0.223 1.610 1.708
N1 -1.575 1.773 2.204
N2 -0.492 -0.780 0.859
H1 1.268 0.486 0.795
H2 0.594 2.223 2.063
H3 -1.431 2.054 3.201
H4 -2.333 2.395 1.780
H5 -1.966 0.744 2.151
H6 0.158 -1.595 0.794
H7 -1.506 -0.918 0.866
H8 1.479 0.287 -5.647
H9 1.237 1.769 -5.516
O1 1.097 1.006 -6.149
H10 1.466 -4.211 0.331
H11 0.907 -3.787 -0.799
O2 1.118 -3.352 0.089

For the HOMO energy, the calculation gives -13.004 eV. Its total charge is +1. The value obtained for the molar mass is 95.122 g/mol. The LUMO energy is -3.8 eV. The value obtained for the maximum force is 5.736 eV/Å.

Atom charges from the Löwdin analysis, given in e for atoms 1 to 4: -0.17 -0.15 0.12 0.09

---

Entry 8:
ORCA calculation (ωB97M-V/def2-TZVPD) on a structure of composition C4H7NO.

Element x y z (Å)
C1 -1.145 -1.061 1.152
O1 -0.774 -0.631 -0.158
C2 0.361 0.118 -0.245
C3 0.253 1.367 -1.084
C4 1.361 0.068 0.877
N1 1.862 -0.651 -0.059
H1 -1.327 -0.204 1.809
H2 -0.369 -1.693 1.595
H3 -2.062 -1.636 1.022
H4 1.176 -0.628 -1.038
H5 -0.276 1.173 -2.022
H6 -0.307 2.114 -0.512
H7 1.246 1.770 -1.297

For the HOMO energy, the calculation gives -9.058 eV. Its total charge is 0. The value obtained for the molar mass is 85.106 g/mol. The LUMO energy is 1.0 eV. The value obtained for the maximum force is 0.503 eV/Å.

Atom charges from the Löwdin analysis, given in e for atoms 1 to 4: -0.07 -0.11 -0.57 -0.01

---

- What is the formula in the third record?
  C4H8O2S

---

- Look up the total charge of the fourth one.
  +1